# 1
ORCA calculation (wB97M-V/def2-TZVPD) on the molecule C3H9NO2S in a non-equilibrium geometry.

```
16
Properties=species:S:1:pos:R:3:forces:R:3
C 1.314 0.731 -0.436 -2.153 -0.712 2.437
C -1.092 0.970 -0.668 -1.448 -1.306 2.942
C 0.020 -1.292 -0.102 1.763 2.242 2.005
N 0.008 0.032 -0.549 1.175 0.672 -1.523
O -1.563 -0.950 2.364 0.743 -0.852 -3.487
O 0.544 -2.354 2.510 0.256 0.085 0.652
S 0.088 -1.018 2.098 0.009 -1.856 -2.395
H 1.491 1.254 -1.326 0.763 0.724 -1.149
H 1.295 1.401 0.460 -0.159 0.080 -0.760
H 2.015 -0.003 -0.118 1.056 -0.482 -0.545
H -2.015 0.396 -0.964 0.661 0.797 0.838
H -1.197 1.672 0.296 -0.248 -1.833 -1.438
H -0.966 1.703 -1.393 0.833 0.986 -1.842
H -0.752 -1.975 -0.297 -1.632 -0.350 -0.093
H 0.991 -1.805 -0.366 -0.924 0.693 0.811
H -1.553 -0.687 3.233 -0.695 1.112 3.548
```
Positions in Å, forces in eV/Å.

Computed properties:
highest occupied orbital energy: -7.5064 eV
orbital gap: 8.113 eV
charge: 0



# 2
ORCA calculation (wB97M-V/def2-TZVPD) on a cluster of 2 separate species, C4H11NO2 in total in a non-equilibrium geometry.

```
18
Properties=species:S:1:pos:R:3:forces:R:3
C 0.891 -2.707 0.126 -0.402 -0.658 1.909
O -0.160 -3.632 -0.226 0.149 0.904 -0.186
H -0.960 -3.096 -0.126 0.021 -0.270 -0.135
H 1.024 -2.784 1.224 0.227 -0.129 -0.220
H 0.608 -1.662 0.034 0.112 -0.026 -0.913
H 1.832 -3.022 -0.311 -0.059 0.211 -0.485
C 0.114 1.758 -0.352 0.478 -0.475 -0.591
C 1.397 1.359 0.402 -0.212 0.631 -1.000
C -1.092 0.960 0.047 -1.010 0.657 -0.523
O -1.076 -0.192 0.472 0.249 0.005 -0.110
N -2.294 1.498 -0.465 -0.058 -0.704 0.325
H -0.118 2.813 -0.452 0.065 0.189 0.667
H 0.291 1.556 -1.458 -0.251 -0.453 0.541
H 2.183 1.312 -0.356 0.269 0.030 0.180
H -3.104 0.948 -0.221 0.115 -0.280 0.039
H -2.504 2.460 -0.298 0.455 0.605 -0.060
H 1.277 0.359 0.792 -0.034 -0.149 0.357
H 1.693 2.074 1.166 -0.114 -0.087 0.208
```
Positions in Å, forces in eV/Å.

Computed properties:
highest occupied orbital energy (alpha / beta): 0.9971 / -5.9395 eV
orbital gap (alpha / beta): 2.911 / 9.732 eV
spin multiplicity: 2
charge: -1



# 3
ORCA calculation (wB97M-V/def2-TZVPD) on the molecule C3H5BrNO2P in a non-equilibrium geometry.

```
13
Properties=species:S:1:pos:R:3:forces:R:3
C 0.932 0.443 0.282 0.209 -2.925 -2.349
C -1.356 0.408 0.033 -3.369 -0.081 3.682
C 2.082 1.097 0.669 1.128 0.738 -0.154
N 2.367 -2.387 1.023 -0.612 -1.926 3.812
O 0.974 -0.607 -0.624 -1.796 4.239 3.141
O -0.211 0.894 0.765 0.304 -1.738 -1.021
P 2.035 -1.989 -0.347 2.743 1.591 -4.489
Br 3.726 0.633 -0.003 -0.176 0.525 0.399
H -2.261 0.001 0.695 2.468 0.970 -0.636
H -1.310 -0.281 -0.720 1.546 -1.992 -1.596
H -1.724 1.259 -0.399 -1.139 2.298 -1.098
H 2.070 2.024 1.242 -0.232 -0.484 -0.011
H 1.803 -2.254 -1.742 -1.075 -1.216 0.320
```
Positions in Å, forces in eV/Å.

Computed properties:
highest occupied orbital energy (alpha / beta): -5.1917 / -8.2566 eV
orbital gap (alpha / beta): 5.598 / 4.738 eV
spin multiplicity: 3
charge: 0



Energy relative to the best compared isomer or geometry (same formula, charge and spin) values (in kcal/mol) by entry order: 93.89, 30.61, 63.56.
E_tot values (in Eh) by entry order: -723.0187, -364.1899, -3237.6332.